Here is a structure of composition C36H59BrIMoP2Se2Si from the Open Molecules 2025 dataset. Energies are from ωB97M-V/def2-TZVPD.

Structure (XYZ):
```
103
C36H59BrIMoP2Se2Si, DFT ωB97M-V/def2-TZVPD
I 5.284 2.224 0.591
Mo 2.516 1.650 -0.297
Br 0.028 0.904 -0.122
Se 1.765 3.166 1.780
Se 2.643 0.184 2.092
P 3.453 -0.649 -1.188
P 1.598 1.069 -2.595
Si -4.261 -2.052 1.643
C 6.539 3.923 -3.160
C 1.904 4.461 -1.473
C -4.006 -4.279 0.206
C 3.241 5.631 -3.062
C 2.957 4.719 1.863
C 3.845 -1.920 0.080
C 6.437 3.053 -2.064
C 2.872 3.482 -1.229
C 5.233 2.993 -1.379
C 1.169 -0.986 2.525
C -3.898 -2.332 4.497
C -2.420 -4.138 2.223
C -4.994 -2.273 3.440
C 2.652 1.527 -4.033
C 2.387 -2.855 -2.583
C -1.883 -2.700 0.290
C -4.771 0.649 1.092
C 2.335 -1.493 -2.266
C -5.038 -0.707 0.416
C 0.049 2.017 -3.017
C 0.310 -2.653 -3.768
C 5.131 -0.827 -2.039
C 1.321 -0.681 -2.824
C 1.958 2.543 3.717
C -5.951 -1.174 3.940
C 1.364 -3.414 -3.335
C 5.549 4.787 -3.536
C -5.716 -3.607 3.448
C 0.291 -1.293 -3.494
C 4.103 3.656 -1.907
C -4.383 -0.700 -0.977
C 2.727 1.297 3.896
C 2.036 5.544 -2.326
C -3.073 -3.400 1.051
C 4.269 4.689 -2.928
C -6.531 -1.052 0.196
H -3.496 -1.344 4.748
H 3.699 1.410 -3.817
H -0.965 1.535 -2.931
H -0.889 -3.205 0.393
H -6.896 -1.168 3.359
H 1.470 -4.474 -3.608
H 3.518 6.527 -3.638
H 0.357 -0.921 1.758
H 3.011 -2.392 0.604
H 0.937 4.379 -0.893
H -4.907 -4.561 0.751
H 7.297 2.571 -1.668
H -3.679 0.857 1.002
H -3.438 -5.206 -0.069
H 1.609 -1.978 2.496
H -4.325 -3.738 -0.687
H 1.217 6.326 -2.390
H 0.858 -0.794 3.551
H 2.392 3.397 4.228
H -6.279 -1.389 5.009
H 2.730 5.444 2.697
H -4.963 0.761 2.212
H -3.102 -4.528 2.982
H 2.265 0.534 4.579
H 5.224 -1.891 -2.303
H 3.794 1.528 3.955
H 0.002 3.007 -2.545
H 0.121 2.301 -4.060
H -0.523 -3.107 -4.346
H -5.081 -0.185 -1.628
H -6.694 -3.524 2.950
H -0.457 -0.577 -3.907
H 5.126 -0.188 -2.938
H 2.865 5.210 0.937
H 3.164 -3.461 -2.095
H -3.374 -0.201 -1.062
H 2.496 2.569 -4.250
H 4.526 -1.503 0.834
H 7.475 4.012 -3.660
H -4.265 -2.742 5.451
H -6.639 -2.003 -0.332
H -1.848 -5.011 1.764
H -7.042 -1.116 1.170
H 4.365 -2.745 -0.431
H -7.069 -0.213 -0.346
H -3.001 -2.984 4.301
H -1.698 -3.482 2.716
H -2.075 -2.733 -0.822
H -1.710 -1.665 0.614
H -5.404 -0.190 4.023
H -5.932 -3.972 4.466
H 5.744 5.539 -4.296
H -5.399 1.427 0.593
H 0.905 2.450 4.046
H -4.263 -1.703 -1.422
H 5.960 -0.633 -1.390
H -5.151 -4.469 2.891
H 3.953 4.306 1.988
H 2.444 0.924 -4.919
```

Computed properties:
net charge: +3
multiplicity: 3
orbital gap (spin up / spin down): 6.600 / 6.489 eV

Here are the Löwdin charges for atoms 1 to 5, given in e: atom 1 (I): 1.19, atom 2 (Mo): 0.48, atom 3 (Br): 0.22, atom 4 (Se): 0.83, atom 5 (Se): 0.78

=====

Here is a cluster of 2 separate species, C6H16O in total from the Open Molecules 2025 dataset. Energies are from ωB97M-V/def2-TZVPD.

Structure (XYZ):
```
23
C6H16O, DFT ωB97M-V/def2-TZVPD
O -1.869 4.515 -4.411
C 1.171 -0.435 -1.166
C -1.420 -0.720 2.848
C 1.402 -0.115 0.340
C 0.769 -1.841 -1.632
C 0.131 0.087 1.053
C -0.034 -0.903 2.254
H 2.064 -0.970 0.721
H -1.043 4.494 -3.952
H 1.021 -1.881 -2.775
H 0.620 0.308 -1.763
H 0.709 -0.937 3.103
H -0.067 -2.022 2.058
H -2.279 5.273 -3.876
H 0.025 1.185 1.460
H -1.882 -1.517 3.479
H 1.917 0.968 0.517
H -0.323 -1.959 -1.434
H -1.511 0.200 3.461
H -2.081 -0.649 2.048
H 1.230 -2.674 -1.095
H 2.203 -0.413 -1.647
H -0.752 0.006 0.409
```

Computed properties:
net charge: -1
multiplicity: 2
orbital gap (spin up / spin down): 2.025 / 10.248 eV

Here are the Löwdin charges for atoms 1 to 5, given in e: atom 1 (O): -0.48, atom 2 (C): -0.36, atom 3 (C): -0.18, atom 4 (C): -0.27, atom 5 (C): -0.17

=====

Here is the molecule C13H11N3O5S2 from the Open Molecules 2025 dataset. Energies are from ωB97M-V/def2-TZVPD.

Structure (XYZ):
```
34
C13H11N3O5S2, DFT ωB97M-V/def2-TZVPD
S -2.926 -4.254 2.839
S 3.338 1.860 -2.918
O 2.907 2.718 -4.002
O 2.323 -0.578 2.695
O -4.403 -4.375 2.781
O 4.568 1.067 -3.147
O -2.208 -5.522 2.979
N 1.284 -0.338 2.077
N 3.634 2.894 -1.655
N -2.717 -3.578 4.325
C 1.098 -1.210 0.907
C 1.087 -0.409 -0.382
C -0.166 -0.452 -0.992
C 0.727 0.870 -2.768
C -0.906 -2.588 1.855
C -2.338 -1.717 -0.394
C -2.942 -2.604 0.506
C 2.155 0.296 -0.940
C -0.310 -1.763 0.920
C -1.025 -1.303 -0.193
C -2.239 -3.019 1.649
C 1.975 0.924 -2.171
C -0.359 0.219 -2.195
H 0.599 1.321 -3.736
H -2.472 -4.349 4.911
H -0.357 -2.967 2.716
H -1.355 0.193 -2.613
H -3.966 -2.965 0.320
H 1.766 -2.029 0.847
H 4.520 3.333 -1.844
H -3.647 -3.230 4.595
H 3.084 0.379 -0.386
H 2.905 3.579 -1.604
H -2.911 -1.333 -1.236
```

Computed properties:
SMILES: NS(=O)(=O)c1ccc2c(c1)C(N=O)c1cc(S(N)(=O)=O)ccc1-2
orbital gap: 8.693 eV

Here are the Löwdin charges for atoms 1 to 5, given in e: atom 1 (S): 0.66, atom 2 (S): 0.66, atom 3 (O): -0.32, atom 4 (O): 0.02, atom 5 (O): -0.35

=====

Here is a structure of composition C6H18Cl2N9O3RbS from the Open Molecules 2025 dataset. Energies are from ωB97M-V/def2-TZVPD.

Structure (XYZ):
```
40
C6H18Cl2N9O3RbS, DFT ωB97M-V/def2-TZVPD
Rb -0.640 -0.753 -0.434
Cl -0.219 -3.828 -1.419
Cl -2.925 -2.777 -1.869
S 2.190 0.750 -4.102
O 1.567 0.079 1.120
O -2.581 -0.904 1.694
O 1.851 -2.036 0.403
N 2.517 0.974 -1.457
N -1.168 4.040 -1.479
N 2.209 -1.141 -2.244
N -0.693 1.901 -1.650
N -1.739 1.998 -0.856
N 1.718 -1.624 2.614
N 0.722 3.417 -2.755
N -0.395 3.114 -1.998
N 1.922 -0.739 3.691
C -1.910 -0.590 2.919
C 2.320 0.168 -2.508
C -1.461 0.857 2.969
C -2.011 3.298 -0.762
C -1.786 -4.105 -2.188
C 1.741 -1.158 1.301
H -0.705 1.067 2.210
H -1.645 -4.177 -3.259
H -1.055 -1.266 2.964
H -2.562 -0.821 3.768
H 1.032 2.559 -3.241
H 2.152 -2.523 2.743
H 2.605 1.958 -1.639
H -1.030 1.082 3.946
H -3.339 -0.316 1.608
H -2.817 3.712 -0.184
H 0.447 4.131 -3.420
H -2.213 -5.012 -1.777
H -2.308 1.532 2.823
H 2.570 -0.013 3.397
H 2.019 -1.747 -3.021
H 2.205 -1.502 -1.283
H 1.046 -0.262 3.871
H 2.368 0.655 -0.495
```

Computed properties:
orbital gap: 8.061 eV

Here are the Löwdin charges for atoms 1 to 5, given in e: atom 1 (Rb): 0.89, atom 2 (Cl): 0.54, atom 3 (Cl): 0.50, atom 4 (S): 0.54, atom 5 (O): -0.15

=====

Here is a cluster of 2 separate species, C11H20NP in total from the Open Molecules 2025 dataset. Energies are from ωB97M-V/def2-TZVPD.

Structure (XYZ):
```
33
C11H20NP, DFT ωB97M-V/def2-TZVPD
P -1.573 -0.145 2.647
N -0.316 0.565 -0.124
C 1.869 -0.164 -1.086
C 0.723 -0.387 -0.122
C -1.479 2.482 0.152
C -2.330 1.526 -0.444
C -1.587 0.359 -0.604
C 1.422 -0.656 -2.481
C 0.953 2.340 0.919
C 0.622 -1.437 0.694
C -1.913 -1.009 -1.099
C -0.260 1.873 0.234
C 1.534 -2.596 0.707
H 0.893 -1.655 -2.361
H -1.518 3.530 0.350
H 1.662 2.329 0.058
H 2.346 -0.868 -3.190
H -1.519 0.977 1.805
H -2.128 -1.517 -0.180
H -3.422 1.659 -0.605
H -0.360 -1.682 1.127
H -2.910 -0.970 -1.671
H 1.427 1.611 1.539
H 0.648 0.100 -2.971
H 1.999 0.996 -1.153
H 1.604 -2.950 1.674
H 2.733 -0.758 -0.800
H -0.318 -0.076 3.115
H 1.001 -3.431 0.185
H 2.584 -2.353 0.300
H -1.280 -1.256 -1.938
H 1.045 3.262 1.510
H -2.152 0.301 3.810
```

Computed properties:
multiplicity: 3
orbital gap (spin up / spin down): 4.326 / 7.077 eV

Here are the Löwdin charges for atoms 1 to 5, given in e: atom 1 (P): 0.79, atom 2 (N): -0.04, atom 3 (C): -0.19, atom 4 (C): -0.31, atom 5 (C): -0.06

=====

Here is a cluster of 8 separate species, C24H64O8 in total from the Open Molecules 2025 dataset. Energies are from ωB97M-V/def2-TZVPD.

Structure (XYZ):
```
96
C24H64O8, DFT ωB97M-V/def2-TZVPD
O 3.177 -2.291 5.300
O -1.685 -5.014 6.852
O -1.449 -1.859 -9.067
O 0.662 7.099 8.475
O -0.118 -0.295 -0.462
O -0.581 10.285 -0.635
O 6.835 -3.231 -6.198
O -3.862 -2.700 -4.263
C 5.672 -1.324 -6.807
C -0.718 10.231 1.686
C -0.167 6.066 8.666
C 5.580 -2.471 5.305
C -0.749 8.084 0.267
C -0.168 9.490 0.434
C -1.034 5.916 7.387
C -5.083 -3.167 -3.817
C -2.893 -4.753 6.077
C 4.163 -1.219 7.033
C -0.491 -3.225 -10.912
C 4.265 -2.462 6.147
C -1.652 -2.992 -9.910
C 5.670 -2.829 -6.817
C -3.892 -5.713 6.724
C -4.717 -4.389 -3.005
C 0.499 0.939 -0.745
C 4.390 -3.359 -6.144
C 1.581 0.935 -1.850
C -5.826 -3.574 -5.117
C -2.907 -2.622 -10.720
C -0.992 5.990 9.963
C -2.532 -5.199 4.634
C 1.096 1.288 0.580
H -3.311 -4.811 3.977
H 1.319 0.227 -2.636
H 1.936 0.597 0.662
H -1.796 10.158 1.834
H 5.877 -1.464 5.013
H 3.264 -1.090 7.637
H 4.891 -0.970 -7.480
H 6.714 -2.929 -5.295
H -0.447 7.640 -0.681
H -3.147 -3.694 6.119
H -1.924 -4.725 7.735
H -1.856 6.629 7.317
H -1.828 8.175 0.395
H -0.512 11.301 1.689
H -3.615 -6.744 6.943
H 0.407 -3.622 -10.439
H 5.799 -3.137 -7.855
H 2.384 -2.336 5.840
H 1.120 7.055 9.318
H -1.768 6.755 9.987
H -6.752 -4.107 -4.899
H 6.622 -0.926 -7.162
H -4.741 -5.733 6.041
H 4.279 -4.440 -6.240
H 2.572 0.533 -1.642
H -0.357 6.141 10.836
H 1.546 2.280 0.557
H 0.612 5.305 8.696
H -2.460 -6.277 4.488
H -4.204 -5.326 7.694
H -0.415 5.760 6.503
H -6.076 -2.678 -5.684
H 0.076 10.201 -1.331
H -0.353 9.793 2.615
H 5.051 -1.246 7.665
H 5.405 -3.157 4.476
H 1.708 1.899 -2.343
H 0.922 9.454 0.433
H -3.729 -2.338 -10.061
H -3.183 -3.470 -11.346
H 4.089 -0.306 6.442
H -0.370 1.509 -1.073
H -1.645 -3.899 -9.305
H -4.472 -5.178 -3.715
H 6.446 -2.886 5.820
H 0.545 -0.816 -0.002
H 4.042 -3.354 6.733
H -2.592 -1.778 -11.334
H -0.881 -3.913 -11.663
H -5.630 -4.657 -2.474
H 0.392 1.287 1.413
H -0.488 7.345 1.024
H -5.350 -4.229 -5.847
H 3.518 -3.042 -6.717
H 5.509 -0.894 -5.818
H 4.290 -3.215 -5.069
H -3.394 -2.428 -3.471
H -0.121 -2.318 -11.391
H -1.548 -4.895 4.275
H -1.491 4.928 7.435
H -5.679 -2.401 -3.323
H -1.868 -1.933 -8.206
H -4.028 -4.225 -2.176
H -1.380 4.973 10.000
```

Computed properties:
SMILES: CC(C)O.CC(C)O.CC(C)O.CC(C)O.CC(C)O.CC(C)O.CC(C)O.CC(C)O
orbital gap: 10.331 eV

Here are the Löwdin charges for atoms 1 to 5, given in e: atom 1 (O): -0.07, atom 2 (O): -0.09, atom 3 (O): -0.07, atom 4 (O): -0.02, atom 5 (O): -0.06

=====

Here is a structure of composition C5H12N2O2Zn from the Open Molecules 2025 dataset. Energies are from ωB97M-V/def2-TZVPD.

Structure (XYZ):
```
22
C5H12N2O2Zn, DFT ωB97M-V/def2-TZVPD
Zn -1.617 0.292 -0.358
O 0.854 -1.737 -0.865
O -1.268 2.418 1.556
N 0.198 -0.646 -0.219
N -0.755 1.344 1.098
C 0.002 0.661 3.292
C -0.222 0.882 -4.617
C 0.465 -0.668 1.096
C 1.221 -1.792 1.690
C -0.053 0.440 1.844
H -0.996 1.298 -5.219
H -0.546 0.812 -3.551
H 1.048 0.735 3.594
H 2.090 -1.401 2.235
H -0.507 -0.147 3.834
H 0.099 -0.092 -4.999
H -2.951 1.080 -0.622
H -0.523 1.611 3.450
H 0.699 1.438 -4.746
H 0.592 -2.334 2.415
H 0.624 -1.714 -1.810
H 1.544 -2.479 0.902
```

Computed properties:
orbital gap: 7.601 eV

Here are the Löwdin charges for atoms 1 to 5, given in e: atom 1 (Zn): 0.69, atom 2 (O): -0.10, atom 3 (O): -0.14, atom 4 (N): -0.10, atom 5 (N): -0.24

=====

Here is a structure of composition C30H48BrCdN3P2 from the Open Molecules 2025 dataset. Energies are from ωB97M-V/def2-TZVPD.

Structure (XYZ):
```
85
C30H48BrCdN3P2, DFT ωB97M-V/def2-TZVPD
Cd 0.709 0.668 1.031
Br 1.231 -0.395 -5.186
P -2.654 -2.651 -2.722
P -1.411 0.175 2.003
N 2.647 -2.029 0.220
N 2.064 -1.290 1.175
N 4.157 6.968 0.129
C 4.522 4.641 0.611
C 3.004 -3.122 2.079
C -1.258 -2.347 -3.857
C 2.239 0.953 -1.448
C 2.269 -1.964 2.345
C -1.285 1.696 3.117
C 3.996 -4.194 -0.016
C 1.772 -1.585 3.679
C -3.152 1.897 0.436
C -2.619 -0.815 4.380
C -3.358 -0.968 -2.499
C -1.858 -1.177 3.116
C 0.386 1.720 -3.434
C 1.285 1.952 -1.152
C -2.933 0.519 1.058
C -0.065 1.763 4.039
C 2.278 5.484 0.450
C -4.832 -1.112 -2.906
C 2.845 6.750 0.274
C -1.605 -2.617 -5.324
C 2.267 0.356 -2.693
C 0.443 2.428 -2.191
C 4.965 5.905 0.229
C -2.086 -3.309 -1.108
C 3.231 -3.147 0.716
C 1.325 2.567 0.241
C 2.623 2.997 0.687
C 3.113 4.346 0.619
C 1.335 0.737 -3.699
C -2.520 -4.783 -0.950
H -0.688 -2.612 -5.924
H -5.319 -0.132 -2.988
H 2.242 7.662 0.225
H 6.020 6.117 0.024
H 3.322 -3.854 2.819
H 3.672 -4.304 -1.071
H -2.453 -1.863 2.504
H 3.366 2.235 0.971
H -2.085 -3.594 -5.444
H -0.957 -1.720 3.370
H 0.462 3.214 0.523
H 2.124 -2.355 4.378
H -4.138 1.908 -0.053
H 2.165 -0.617 4.003
H -1.975 -0.438 5.184
H -3.407 -4.998 -1.560
H -2.224 1.682 3.693
H -0.140 3.349 -2.101
H -1.727 -5.459 -1.296
H -3.153 -1.699 4.769
H 5.088 -4.000 0.042
H 3.803 -5.172 0.497
H -4.912 -1.637 -3.868
H -0.140 2.701 4.609
H 0.895 1.769 3.508
H -2.931 -0.258 0.283
H 3.020 -0.407 -2.884
H -3.146 2.678 1.204
H -0.409 -2.967 -3.546
H -1.309 2.576 2.453
H -3.768 0.271 1.738
H 2.975 0.700 -0.661
H -5.366 -1.735 -2.175
H 0.681 -1.607 3.725
H 2.655 -1.712 -0.756
H -2.401 2.176 -0.314
H -3.271 -0.610 -1.460
H 1.188 5.418 0.429
H -0.448 1.802 -4.166
H -0.027 0.926 4.740
H -2.754 -5.009 0.096
H -0.987 -3.223 -1.072
H -2.835 -0.240 -3.141
H -2.268 -1.855 -5.745
H 5.309 3.921 0.813
H -0.935 -1.306 -3.741
H -2.496 -2.699 -0.289
H -3.384 -0.044 4.207
```

Computed properties:
net charge: +2
orbital gap: 3.608 eV

Here are the Löwdin charges for atoms 1 to 5, given in e: atom 1 (Cd): 1.30, atom 2 (Br): 0.88, atom 3 (P): 0.97, atom 4 (P): 0.85, atom 5 (N): 0.03

=====

Here is the molecule C20H26N2O4S from the Open Molecules 2025 dataset. Energies are from ωB97M-V/def2-TZVPD.

Structure (XYZ):
```
53
C20H26N2O4S, DFT ωB97M-V/def2-TZVPD
S 1.563 -1.010 -2.249
O -0.987 0.244 1.370
O -3.101 2.103 -1.071
O -2.345 2.904 0.621
O -1.254 -0.692 -0.734
N 2.008 -2.067 0.514
N 0.742 -3.110 -0.797
C 3.041 4.045 -0.364
C -1.297 -0.387 -2.038
C 1.282 1.947 0.111
C -2.269 2.232 -0.361
C -0.946 0.334 0.052
C -0.744 1.169 -2.144
C 1.592 -3.113 1.175
C 0.840 -3.826 0.444
C 2.005 -3.595 2.562
C -0.194 -1.287 -2.904
C -3.869 3.472 1.050
C 0.102 -4.929 0.774
C 2.161 3.387 2.053
C 0.552 -5.405 2.246
C 2.551 2.902 0.614
C -0.940 1.652 -0.729
C 1.538 -4.665 2.808
C 1.401 -2.195 -0.688
C -4.054 4.773 0.575
C 0.189 2.635 -0.035
H -4.562 2.702 0.642
H 1.338 1.167 1.077
H 1.824 1.577 -1.025
H -2.132 -0.365 -2.365
H -5.038 5.109 0.750
H 2.126 4.846 -0.461
H 3.135 4.161 2.531
H 0.028 -6.296 2.502
H 0.159 3.358 -0.663
H 2.557 -1.320 0.315
H 0.411 1.384 -2.367
H 0.057 -0.770 -3.941
H -1.373 1.841 -2.737
H 3.573 2.507 0.759
H -0.523 -2.211 -2.674
H -0.421 -5.610 0.394
H -3.356 5.537 0.730
H -0.303 2.960 0.812
H 1.926 -4.878 3.903
H -3.999 3.446 2.105
H 2.716 -2.810 2.975
H 2.018 2.690 2.706
H -4.030 4.692 -0.649
H 3.770 4.771 -0.113
H 1.393 4.117 2.119
H 3.103 3.485 -1.458
```

Computed properties:
SMILES: CCOC(=O)[C@]1(CCC(C)C)C[C@@H](CSc2nc3ccccc3[nH]2)OC1=O
orbital gap: 8.590 eV

Here are the Löwdin charges for atoms 1 to 5, given in e: atom 1 (S): 0.87, atom 2 (O): 0.04, atom 3 (O): 0.22, atom 4 (O): 0.11, atom 5 (O): 0.09

=====

Asked for energy relative to the best compared isomer or geometry (same formula, charge and spin) across the records above, the calculation gives 25.0, 39.0, 0.0, 0.0, 8.9, 112.9, 4.4, 57.2, 435.0 kcal/mol in order.